No. 1
A 2-piece molecular cluster, C6H13BF4NO3 overall, computed with ωB97M-V with the def2-TZVPD basis set.

## Properties
* LUMO energy: 0.1031 Eh
* net charge: -1
* Kohn-Sham gap: 9.2465 eV
* HOMO level: -6.4 eV

```
28
Properties=species:S:1:pos:R:3:forces:R:3:mulliken_charge:R:1
N 2.80856 0.54389 0.40410 -0.4 0.1 -0.4 -0.687
C 1.49748 0.82202 -0.17541 0.4 0.2 -0.5 -0.252
C 1.08094 -0.37271 -1.01474 0.1 -0.3 0.4 -0.601
O -0.30150 -0.42489 -1.32156 0.0 0.0 0.1 -0.322
C -0.73689 0.58322 -2.18890 -0.5 0.3 -0.3 -0.428
C -2.20817 0.84869 -1.90400 0.2 -0.6 0.1 -0.681
C -2.42681 1.32144 -0.48268 0.0 0.4 0.4 -0.319
O -3.67957 0.85840 0.05826 -0.1 -0.5 -0.3 -0.367
C -3.65743 -0.45741 0.37535 -1.7 -1.4 -0.6 0.156
O -4.51536 -1.23858 -0.00322 1.3 1.5 0.7 -0.506
H 2.93883 1.18148 1.17251 0.3 -0.1 0.3 0.283
H 2.79870 -0.39589 0.78250 0.2 -0.1 0.4 0.283
H 0.72814 1.07847 0.55559 -0.2 -0.2 0.2 0.262
H 1.61022 1.68802 -0.83137 -0.1 0.2 0.0 0.263
H 1.29213 -1.27023 -0.43929 -0.1 -0.2 0.1 0.417
H 1.69424 -0.43288 -1.91384 0.0 0.1 -0.3 0.241
H -0.16412 1.50420 -2.07631 0.2 0.1 0.1 0.319
H -0.64751 0.27227 -3.23275 0.2 -0.1 -0.2 0.351
H -2.72033 -0.10294 -2.03343 -0.1 -0.1 0.0 0.297
H -2.63697 1.52620 -2.63435 0.0 0.2 -0.1 0.351
H -1.62548 0.99856 0.17573 0.2 -0.2 0.0 0.229
H -2.46922 2.40351 -0.43141 -0.1 0.2 0.1 0.332
H -2.85179 -0.78926 1.04228 0.3 0.2 -0.1 0.398
B 2.84015 -2.03315 3.23362 0.0 0.0 0.0 0.629
F 1.97273 -2.95875 3.82625 -0.1 -0.1 0.1 -0.389
F 4.10381 -2.10362 3.83252 0.1 0.0 0.0 -0.394
F 2.95725 -2.32024 1.85092 0.0 0.1 -0.3 -0.436
F 2.31800 -0.72982 3.37364 -0.1 0.2 0.0 -0.427
```
Forces are in eV/Å.

***

No. 2
C4H8O2 as an isolated structure, computed with ωB97M-V with the def2-TZVPD basis set.

## Properties
* LUMO energy: 0.0204 Eh
* net charge: 0
* Kohn-Sham gap: 8.7848 eV
* HOMO level: -8.2 eV

```
14
Properties=species:S:1:pos:R:3:forces:R:3:mulliken_charge:R:1
O -2.19013 0.57973 -0.40592 0.2 0.7 0.1 -0.556
C -1.16656 -0.20679 -0.98189 -0.1 0.1 -0.3 -0.335
C -0.46928 -0.83844 0.20552 1.9 -1.3 -0.7 -0.298
C 1.38059 -0.63477 0.03956 -0.4 0.4 0.5 -0.843
C 0.41727 0.07916 0.96262 0.4 0.0 0.1 0.212
O 0.20416 1.45591 0.68366 0.5 0.2 0.3 -0.576
H -1.71864 1.28090 0.08315 -0.4 -0.3 -0.2 0.375
H -0.51236 0.38883 -1.64451 -0.2 0.0 0.2 0.207
H -1.67211 -0.95811 -1.59828 0.2 0.0 0.2 0.326
H 0.44496 -1.65347 -0.21932 -0.9 0.5 0.5 0.193
H 1.75590 -0.03035 -0.78387 -0.3 -0.2 0.0 0.310
H 2.09570 -1.32290 0.50211 -0.4 0.1 -0.2 0.321
H 0.53093 -0.11346 2.03324 0.0 0.1 -0.2 0.367
H 0.89955 1.97377 1.12392 -0.4 -0.3 -0.3 0.297
```
Forces are in eV/Å.

***

No. 3
A 2-piece molecular cluster, C35H41N5O3 overall, computed with ωB97M-V with the def2-TZVPD basis set.

## Properties
* LUMO energy: -0.0460 Eh
* SMILES: C=C1N(c2c(C)cc(C)cc2C)C=CN1c1c(C)cc(C)cc1C.CCOC(=O)/C=C(C)\N=N\C(=O)Nc1ccccc1
* net charge: 0
* Kohn-Sham gap: 5.3395 eV
* HOMO level: -6.6 eV

```
84
Properties=species:S:1:pos:R:3:forces:R:3:mulliken_charge:R:1
C 1.44943 -4.64248 4.31895 -0.1 -0.1 0.3 -1.598
C 1.86177 -4.13279 2.97300 -0.1 0.0 -0.3 0.962
C 1.58981 -4.88200 1.82579 0.3 0.2 0.1 -0.746
C 1.98054 -4.44428 0.56095 -0.2 0.5 0.5 0.959
C 1.69420 -5.29826 -0.63333 -0.2 -0.3 -0.3 -1.962
C 2.61275 -3.19561 0.46233 0.3 -0.5 0.0 -0.482
N 2.98924 -2.73964 -0.82870 0.0 0.0 0.1 0.418
C 2.76080 -1.44382 -1.26814 -1.0 0.8 1.2 1.189
C 1.81837 -0.62360 -0.70857 0.9 -0.5 -1.2 -1.464
N 3.72518 -1.19852 -2.23784 -0.3 0.3 -0.2 0.462
C 4.17115 0.11684 -2.54344 0.2 0.4 0.1 0.225
C 5.41759 0.55888 -2.06066 -0.5 0.5 -0.2 1.294
C 6.39903 -0.34050 -1.38087 0.6 -0.1 0.4 -1.312
C 5.71906 1.91760 -2.18731 -0.2 -0.4 -0.2 -1.054
C 4.83796 2.80779 -2.80010 -0.2 -0.3 0.0 0.590
C 5.18867 4.26228 -2.86585 0.0 0.3 -0.1 -1.486
C 3.64464 2.32188 -3.34169 0.3 -0.1 0.2 -1.070
C 3.30530 0.97103 -3.23326 0.5 0.0 0.1 0.577
C 2.06505 0.43286 -3.86551 -0.5 0.2 -0.4 -1.244
C 4.47602 -2.34902 -2.41935 0.2 -0.9 0.2 -1.373
C 4.01878 -3.29269 -1.57603 1.0 0.1 -0.4 -0.293
C 2.98686 -2.46626 1.60544 -0.3 -0.2 0.1 1.647
C 3.87216 -1.25887 1.55186 0.1 0.5 0.4 -1.163
C 2.54113 -2.92084 2.85048 0.0 -0.2 -0.3 -1.380
H 1.72824 -3.92113 5.09203 -0.1 -0.2 0.0 0.350
H 0.36574 -4.80746 4.36567 0.2 0.0 0.0 0.343
H 1.93811 -5.59941 4.54432 -0.1 0.2 0.0 0.350
H 1.07392 -5.83923 1.91323 0.1 0.2 0.0 0.408
H 2.02114 -4.84319 -1.56914 -0.1 0.0 0.1 0.412
H 2.19413 -6.27281 -0.53952 -0.1 0.2 0.0 0.343
H 0.61756 -5.50119 -0.71127 0.2 0.0 0.0 0.378
H 1.70047 0.37207 -1.11455 -0.2 0.0 0.5 0.422
H 1.23351 -1.05154 0.09642 0.1 0.4 -0.4 -0.686
H 7.26017 0.26527 -1.07166 -0.1 -0.2 0.0 0.414
H 5.99507 -0.81073 -0.47498 0.0 0.0 -0.3 0.094
H 6.78053 -1.13582 -2.03433 -0.1 0.2 0.2 0.320
H 6.66265 2.28241 -1.77806 -0.2 0.0 -0.1 0.342
H 4.38509 4.82568 -3.34713 0.2 0.0 0.1 0.357
H 5.34677 4.67362 -1.86044 -0.1 -0.1 -0.2 0.331
H 6.11567 4.42110 -3.43182 -0.2 0.0 0.1 0.334
H 2.96030 2.99997 -3.85412 0.2 -0.1 0.1 0.276
H 1.57866 1.24335 -4.41774 -0.1 -0.2 0.1 0.417
H 2.27951 -0.37104 -4.58238 0.1 0.1 0.2 0.288
H 1.35901 0.04027 -3.12909 0.1 0.0 -0.1 0.240
H 5.28836 -2.38530 -3.12578 -0.2 -0.1 0.0 0.687
H 4.37518 -4.29574 -1.40010 -0.1 0.1 -0.1 0.628
H 4.02766 -0.89406 2.57578 0.1 -0.1 -0.2 0.511
H 4.86269 -1.46683 1.12460 -0.3 -0.1 0.0 0.030
H 3.42482 -0.43739 0.98065 0.1 -0.2 0.0 0.341
H 2.76559 -2.32918 3.74061 0.0 -0.2 -0.2 0.263
C 1.41549 1.80673 4.63104 0.1 -0.1 0.2 -1.206
C 0.60298 1.85940 3.36697 0.2 0.1 0.1 -0.164
O 0.39292 0.51638 2.89189 -0.7 0.0 -0.7 -0.262
C -0.30320 0.51202 1.70529 0.9 2.4 -0.1 0.746
C -0.61190 -0.85122 1.27465 -2.8 -0.7 -0.4 -0.160
C -1.79734 -1.09984 0.59914 2.2 -1.5 1.8 0.139
C -2.22208 -2.48890 0.23503 -0.2 -0.4 0.0 -1.275
N -2.56822 -0.01010 0.37193 -2.7 1.6 -2.3 0.509
N -3.64219 -0.16609 -0.31714 3.1 -1.0 1.2 -0.663
C -4.07808 1.08412 -0.84924 -0.8 1.8 0.4 0.384
N -5.00336 0.75765 -1.82509 0.8 -0.2 1.0 -0.077
C -5.61348 1.62888 -2.71504 -0.6 0.7 -1.0 0.562
C -6.45722 1.09938 -3.72176 0.3 0.4 0.3 -0.451
C -7.02753 1.94632 -4.67416 0.2 0.2 0.3 -0.473
C -6.77529 3.32922 -4.63379 0.1 -0.1 0.2 -0.458
C -5.96223 3.85849 -3.62041 -0.2 -0.6 -0.1 -0.542
C -5.38633 3.01912 -2.65845 -0.1 -0.1 -0.2 -0.385
O -3.71739 2.19795 -0.49953 -0.4 -1.5 -0.5 -0.593
O -0.55451 1.55640 1.11964 0.5 -1.8 0.8 -0.577
H 1.61774 2.83012 4.94997 0.0 0.0 0.0 0.398
H 0.87925 1.30476 5.44063 0.1 0.0 -0.1 0.307
H 2.37244 1.30233 4.47512 -0.1 0.0 0.0 0.256
H -0.37338 2.32457 3.56139 0.3 0.0 -0.3 0.318
H 1.13407 2.41708 2.58619 -0.3 0.0 0.2 0.304
H -0.05597 -1.68677 1.69243 0.2 0.2 -0.3 0.327
H -1.78472 -3.21674 0.93238 0.0 0.2 -0.2 0.374
H -3.31531 -2.54896 0.30287 0.3 -0.1 -0.1 0.424
H -1.91927 -2.77146 -0.78494 -0.1 0.2 0.3 0.252
H -5.13603 -0.24739 -1.89431 -0.1 0.4 -0.2 0.234
H -6.64179 0.02046 -3.74141 0.0 0.4 -0.1 0.304
H -7.67114 1.52517 -5.44924 0.2 0.2 0.2 0.348
H -7.21543 3.98952 -5.38645 0.2 -0.3 0.3 0.351
H -5.76959 4.93020 -3.56630 -0.1 -0.3 -0.1 0.344
H -4.75130 3.41532 -1.86757 -0.3 -0.1 -0.4 0.513
```
Forces are in eV/Å.

***

> Which of these has the lowest HOMO level?

C4H8O2

***

> What is the formula in the third record?

C35H41N5O3

***

> Number 2 is which compound?

C4H8O2

***

Repeat the first record exactly.
A 2-piece molecular cluster, C6H13BF4NO3 overall, computed with ωB97M-V with the def2-TZVPD basis set.

## Properties
* LUMO energy: 0.1031 Eh
* net charge: -1
* Kohn-Sham gap: 9.2465 eV
* HOMO level: -6.4 eV

```
28
Properties=species:S:1:pos:R:3:forces:R:3:mulliken_charge:R:1
N 2.80856 0.54389 0.40410 -0.4 0.1 -0.4 -0.687
C 1.49748 0.82202 -0.17541 0.4 0.2 -0.5 -0.252
C 1.08094 -0.37271 -1.01474 0.1 -0.3 0.4 -0.601
O -0.30150 -0.42489 -1.32156 0.0 0.0 0.1 -0.322
C -0.73689 0.58322 -2.18890 -0.5 0.3 -0.3 -0.428
C -2.20817 0.84869 -1.90400 0.2 -0.6 0.1 -0.681
C -2.42681 1.32144 -0.48268 0.0 0.4 0.4 -0.319
O -3.67957 0.85840 0.05826 -0.1 -0.5 -0.3 -0.367
C -3.65743 -0.45741 0.37535 -1.7 -1.4 -0.6 0.156
O -4.51536 -1.23858 -0.00322 1.3 1.5 0.7 -0.506
H 2.93883 1.18148 1.17251 0.3 -0.1 0.3 0.283
H 2.79870 -0.39589 0.78250 0.2 -0.1 0.4 0.283
H 0.72814 1.07847 0.55559 -0.2 -0.2 0.2 0.262
H 1.61022 1.68802 -0.83137 -0.1 0.2 0.0 0.263
H 1.29213 -1.27023 -0.43929 -0.1 -0.2 0.1 0.417
H 1.69424 -0.43288 -1.91384 0.0 0.1 -0.3 0.241
H -0.16412 1.50420 -2.07631 0.2 0.1 0.1 0.319
H -0.64751 0.27227 -3.23275 0.2 -0.1 -0.2 0.351
H -2.72033 -0.10294 -2.03343 -0.1 -0.1 0.0 0.297
H -2.63697 1.52620 -2.63435 0.0 0.2 -0.1 0.351
H -1.62548 0.99856 0.17573 0.2 -0.2 0.0 0.229
H -2.46922 2.40351 -0.43141 -0.1 0.2 0.1 0.332
H -2.85179 -0.78926 1.04228 0.3 0.2 -0.1 0.398
B 2.84015 -2.03315 3.23362 0.0 0.0 0.0 0.629
F 1.97273 -2.95875 3.82625 -0.1 -0.1 0.1 -0.389
F 4.10381 -2.10362 3.83252 0.1 0.0 0.0 -0.394
F 2.95725 -2.32024 1.85092 0.0 0.1 -0.3 -0.436
F 2.31800 -0.72982 3.37364 -0.1 0.2 0.0 -0.427
```
Forces are in eV/Å.